# 1
Density functional theory data (ωB97M-V/def2-TZVPD) for C35H76BInN5O12 as an isolated structure in a non-equilibrium geometry.

Properties
Charge: -1
HOMO-LUMO gap (eV): 5.979
E_HOMO (eV): -3.98

CARTESIAN COORDINATES (ANGSTROEM)
1 C 5.78385 2.57406 2.53850
2 C 4.83055 2.10222 1.58394
3 In 4.31186 3.05099 -0.40017
4 C 2.24135 3.97277 -0.17866
5 C 1.03795 2.96634 -0.60119
6 C -0.32753 3.73827 -0.31531
7 O -0.72887 4.54767 -1.21395
8 N -1.15539 3.56900 0.92443
9 C -1.82025 2.24064 0.75552
10 C -3.28608 2.20272 0.26374
11 C -3.94165 0.78759 0.09862
12 C -3.19412 -0.53873 0.35864
13 C -1.70854 -0.50799 0.85912
14 C -1.07904 0.90090 1.06050
15 O 4.33468 1.73047 -2.03056
16 B 3.87754 0.43155 -1.69690
17 O 4.17126 -0.27036 -0.45510
18 O 3.07352 -0.33932 -2.67358
19 H 6.59531 1.82925 2.87392
20 H 5.78708 3.59292 3.04747
21 H 4.29250 1.11145 1.83682
22 H 5.41554 4.44273 -0.80567
23 H 2.11267 4.20552 0.93394
24 H 2.19307 4.97416 -0.73885
25 H 1.15814 2.81365 -1.74043
26 H 1.14200 1.96006 -0.07746
27 H -1.93398 4.24675 0.76814
28 H -3.89905 3.15244 0.05193
29 H -5.03922 0.70857 -0.23341
30 H -3.75215 -1.52192 0.18707
31 H -1.13353 -1.47439 1.06466
32 H -0.00689 0.97080 1.45553
33 H 4.03266 -1.23266 -0.59209
34 H 3.77244 -0.83574 -3.16883
35 C 5.49525 -8.30612 -1.85780
36 O 6.05202 -7.30444 -2.69483
37 C 5.34855 -7.15841 -3.93043
38 C 4.69750 -5.77703 -4.00174
39 N 3.58544 -5.67471 -3.05641
40 C 3.07252 -4.31049 -2.90312
41 C 4.00895 -3.27768 -2.25890
42 O 4.29437 -3.53659 -0.88626
43 C 5.40184 -4.39662 -0.66429
44 H 6.13897 -8.41176 -0.98256
45 H 4.49608 -8.01681 -1.51968
46 H 5.45257 -9.26798 -2.37722
47 H 4.61228 -7.95471 -4.08440
48 H 6.09254 -7.23682 -4.73003
49 H 4.32511 -5.60602 -5.01713
50 H 5.46932 -5.03120 -3.78496
51 H 3.89385 -6.00599 -2.14843
52 H 2.17557 -4.38391 -2.27977
53 H 2.74476 -3.94009 -3.88037
54 H 3.48546 -2.31506 -2.27304
55 H 4.93060 -3.12685 -2.83273
56 H 6.16597 -4.30260 -1.44008
57 H 5.06574 -5.43208 -0.58562
58 H 5.85080 -4.12749 0.29492
59 C -8.96511 -5.86505 -0.25882
60 O -8.38617 -5.70913 -1.54541
61 C -9.10717 -4.79289 -2.37203
62 C -8.24199 -3.56943 -2.67475
63 N -8.05964 -2.74975 -1.47632
64 C -7.05298 -1.69777 -1.63589
65 C -5.59570 -2.14500 -1.82465
66 O -5.03774 -2.78159 -0.67904
67 C -5.26055 -4.18265 -0.61505
68 H -8.40840 -6.64028 0.27090
69 H -8.89366 -4.93551 0.31322
70 H -10.01014 -6.17862 -0.33762
71 H -10.06673 -4.50335 -1.93023
72 H -9.31940 -5.31311 -3.31184
73 H -8.72568 -2.96935 -3.45246
74 H -7.28055 -3.92566 -3.05899
75 H -7.77906 -3.34907 -0.70725
76 H -7.10023 -1.08263 -0.73116
77 H -7.34237 -1.04977 -2.47020
78 H -4.99911 -1.23957 -1.97849
79 H -5.45323 -2.75395 -2.72351
80 H -5.31513 -4.64276 -1.60487
81 H -6.16772 -4.39498 -0.04685
82 H -4.42554 -4.63227 -0.07226
83 C 5.25118 -1.51129 3.29206
84 O 5.51029 -0.58114 4.33344
85 C 4.31812 -0.00167 4.86749
86 C 4.14273 -0.42420 6.32630
87 N 3.80705 -1.84627 6.42204
88 C 3.85977 -2.36759 7.78854
89 C 5.23732 -2.41641 8.46682
90 O 6.14015 -3.33959 7.86698
91 C 6.89881 -2.80719 6.79037
92 H 6.20982 -1.83770 2.88398
93 H 4.72258 -2.38854 3.67887
94 H 4.67164 -1.04623 2.48984
95 H 3.43336 -0.24828 4.27097
96 H 4.44903 1.08444 4.82998
97 H 3.34032 0.16745 6.77923
98 H 5.07694 -0.20351 6.85345
99 H 4.45610 -2.37666 5.85030
100 H 3.47042 -3.39042 7.74659
101 H 3.16829 -1.79513 8.41655
102 H 5.07995 -2.77929 9.48827
103 H 5.69382 -1.42602 8.56750
104 H 7.10392 -1.74047 6.91083
105 H 6.39023 -2.99096 5.84279
106 H 7.85293 -3.33901 6.75494
107 C -5.63970 8.13171 -4.59952
108 O -4.27214 8.49117 -4.48386
109 C -4.08657 9.84433 -4.06443
110 C -3.42184 9.87917 -2.68808
111 N -4.34256 9.41032 -1.65160
112 C -3.69944 9.19370 -0.35348
113 C -2.66609 8.06050 -0.26328
114 O -3.22326 6.76240 -0.42728
115 C -3.30750 6.32224 -1.77557
116 H -5.69017 7.11967 -5.00534
117 H -6.12552 8.13626 -3.61948
118 H -6.16356 8.80759 -5.28208
119 H -5.02376 10.41164 -4.06918
120 H -3.41334 10.31181 -4.79055
121 H -3.11575 10.90591 -2.46159
122 H -2.52587 9.25180 -2.73267
123 H -4.76000 8.53610 -1.95320
124 H -4.50208 8.97259 0.35793
125 H -3.23758 10.13058 -0.02286
126 H -2.25658 8.07947 0.75219
127 H -1.81317 8.21170 -0.93306
128 H -2.50642 6.72650 -2.39866
129 H -4.28320 6.57863 -2.19480
130 H -3.22837 5.23315 -1.77968



# 2
Density functional theory data (ωB97M-V/def2-TZVPD) for a 9-piece molecular cluster, C35H78IO26S8 overall in a non-equilibrium geometry.

Properties
Charge: -1
HOMO-LUMO gap (eV): 2.666
E_HOMO (eV): -1.15

CARTESIAN COORDINATES (ANGSTROEM)
1 O -5.34360 -2.07336 1.54356
2 C -6.56792 -2.37576 0.83340
3 C -6.88388 -3.87967 0.99357
4 C -5.67419 -4.76627 1.38445
5 C -4.65709 -5.02030 0.25011
6 I -2.74557 -4.09454 0.69443
7 C -6.34239 -2.15187 -0.64706
8 O -6.22713 -0.71452 -0.98632
9 C -5.10889 -0.48275 -1.75526
10 C -5.04190 -0.94742 -3.04818
11 C -3.90365 -0.72961 -3.78921
12 C -2.85695 -0.06232 -3.20456
13 C -2.92276 0.41871 -1.92939
14 C -4.06331 0.20315 -1.18083
15 H -5.05386 -1.18818 1.31071
16 H -7.61995 -3.99348 1.80459
17 H -7.35963 -4.24168 0.07181
18 H -5.19290 -4.37634 2.28094
19 H -6.08285 -5.75323 1.66154
20 H -4.45212 -6.09208 0.20141
21 H -5.01471 -4.72977 -0.73559
22 H -7.13733 -2.60022 -1.24941
23 H -5.36270 -2.61517 -0.89891
24 H -5.90430 -1.48619 -3.42578
25 H -3.84067 -1.09087 -4.81044
26 H -1.93848 0.10813 -3.76288
27 H -2.10373 0.95962 -1.46633
28 H -4.16569 0.54464 -0.15730
29 O 0.65507 -9.04213 -0.43924
30 S 1.59166 -8.56370 0.52812
31 O 1.17837 -8.25941 1.86495
32 O 2.37303 -7.32072 -0.07338
33 C 1.60380 -6.18522 -0.54146
34 C 1.03403 -5.37931 0.60312
35 C 2.96424 -9.66602 0.60547
36 H 0.81789 -6.51865 -1.22133
37 H 2.29181 -5.57280 -1.12122
38 H 0.29682 -5.95325 1.16226
39 H 0.54354 -4.47913 0.23519
40 H 1.82519 -5.09654 1.30069
41 H 3.30470 -9.87904 -0.40419
42 H 2.61862 -10.57729 1.08904
43 H 3.75202 -9.20545 1.19626
44 O -5.46197 4.84888 1.43242
45 S -4.38428 4.10147 2.00800
46 O -3.70766 3.09028 1.26108
47 O -4.85467 3.50727 3.40041
48 C -6.03861 2.67017 3.43029
49 C -5.79052 1.29324 2.85209
50 C -3.17982 5.21864 2.64691
51 H -6.86098 3.17239 2.91690
52 H -6.31826 2.58054 4.47809
53 H -5.56878 1.34021 1.78637
54 H -6.66795 0.65889 2.97941
55 H -4.93708 0.82104 3.34060
56 H -3.68000 5.97779 3.24249
57 H -2.67906 5.67414 1.79515
58 H -2.46517 4.65880 3.24440
59 O 0.38313 3.67993 -4.72067
60 S -0.13881 2.74577 -5.67005
61 O -0.11973 1.34035 -5.41718
62 O 0.53988 3.02471 -7.08723
63 C 1.98125 2.99762 -7.16569
64 C 2.54186 1.59290 -7.09493
65 C -1.78136 3.20922 -6.09936
66 H 2.40881 3.63282 -6.38769
67 H 2.23987 3.44082 -8.12390
68 H 2.35429 1.13959 -6.12224
69 H 3.61967 1.60487 -7.25824
70 H 2.07501 0.95505 -7.84634
71 H -1.80231 4.27160 -6.32781
72 H -2.41090 2.99311 -5.23751
73 H -2.10161 2.61729 -6.95283
74 O -8.45070 5.60456 7.67061
75 S -9.04187 4.51508 6.95485
76 O -8.23667 3.60128 6.21101
77 O -10.18846 5.08237 6.00878
78 C -9.83555 6.11038 5.05974
79 C -9.03266 5.57180 3.89082
80 C -10.07865 3.59537 8.04046
81 H -9.30238 6.91619 5.56829
82 H -10.77756 6.52098 4.70073
83 H -8.05743 5.20779 4.21117
84 H -8.87105 6.35389 3.14860
85 H -9.55228 4.73651 3.42077
86 H -10.71872 4.28265 8.58723
87 H -9.42818 3.05630 8.72582
88 H -10.66602 2.89377 7.45378
89 O 4.23929 4.60882 -9.79840
90 S 3.74096 3.67001 -10.75632
91 O 3.77546 2.26558 -10.49829
92 O 4.43281 3.95831 -12.16226
93 C 5.87299 3.95175 -12.21875
94 C 6.45170 2.55265 -12.13402
95 C 2.09916 4.11503 -11.21208
96 H 6.27737 4.59456 -11.43439
97 H 6.13640 4.40154 -13.17440
98 H 6.25555 2.09883 -11.16360
99 H 7.53205 2.58033 -12.27983
100 H 6.00531 1.90715 -12.89114
101 H 2.06992 5.17688 -11.44163
102 H 1.45687 3.89354 -10.36156
103 H 1.79961 3.51932 -12.07041
104 O 4.51674 -4.70546 4.04279
105 S 3.18656 -4.64703 4.57236
106 O 2.22570 -3.71851 4.06821
107 O 3.27257 -4.49338 6.15766
108 C 4.01943 -3.38278 6.69307
109 C 3.29312 -2.06402 6.52939
110 C 2.48006 -6.25864 4.53264
111 H 5.01077 -3.34668 6.23713
112 H 4.15827 -3.59531 7.75147
113 H 3.19199 -1.79289 5.47899
114 H 3.83893 -1.26920 7.03163
115 H 2.28649 -2.12593 6.94575
116 H 3.19236 -6.96829 4.94544
117 H 2.27042 -6.49756 3.49061
118 H 1.55577 -6.25371 5.10435
119 O 5.18609 -0.95597 8.91848
120 S 5.35379 0.28965 9.60309
121 O 6.50517 1.10411 9.37284
122 O 5.19608 0.03841 11.16856
123 C 6.05056 -0.94214 11.78760
124 C 7.47950 -0.45673 11.93560
125 C 3.91290 1.27594 9.38484
126 H 6.00674 -1.87830 11.22755
127 H 5.62382 -1.13248 12.77055
128 H 7.95357 -0.31452 10.96558
129 H 8.06973 -1.18281 12.49577
130 H 7.50663 0.50199 12.45422
131 H 3.03358 0.67045 9.58857
132 H 3.90830 1.61404 8.35057
133 H 3.96653 2.12890 10.05621
134 O 8.34342 0.70854 -7.76019
135 S 7.43994 0.49768 -6.67006
136 O 6.09471 0.97274 -6.72946
137 O 8.11931 1.02487 -5.32985
138 C 8.56716 2.39364 -5.28996
139 C 7.41805 3.37748 -5.18206
140 C 7.41358 -1.21152 -6.25132
141 H 9.18917 2.60556 -6.16202
142 H 9.20350 2.47431 -4.41061
143 H 6.79604 3.36248 -6.07604
144 H 7.79858 4.39144 -5.05384
145 H 6.77727 3.12707 -4.33636
146 H 8.43516 -1.57356 -6.17254
147 H 6.88806 -1.72981 -7.05055
148 H 6.87972 -1.33464 -5.31253



# 3
Density functional theory data (ωB97M-V/def2-TZVPD) for a 5-piece molecular cluster, C35H78N5O3Si overall in a non-equilibrium geometry.

Properties
Charge: +1
HOMO-LUMO gap (eV): 8.318
E_HOMO (eV): -12.30

CARTESIAN COORDINATES (ANGSTROEM)
1 C 3.19555 -1.98381 -3.81265
2 N 3.67240 -0.61618 -3.93038
3 C 3.69859 -0.13969 -5.30871
4 C 3.05247 0.27249 -3.01476
5 O 3.65957 1.17053 -2.45801
6 C 1.55473 0.10660 -2.66598
7 C 0.68862 0.36214 -3.82658
8 N 0.90871 1.29825 -4.72289
9 N -0.07197 1.23649 -5.59814
10 N -0.89457 0.29709 -5.26261
11 Si -2.38752 -0.01640 -6.33165
12 C -1.93892 0.74859 -7.97827
13 C -3.88221 0.89527 -5.67159
14 C -2.65630 -1.85109 -6.57812
15 N -0.44574 -0.27982 -4.14182
16 C -1.05771 -1.37556 -3.42638
17 C -2.40385 -1.01074 -2.76375
18 C -3.51798 -1.90193 -3.22545
19 O -4.50516 -1.50748 -3.79854
20 O -3.36064 -3.21984 -2.86235
21 H 2.99193 -2.24730 -2.78497
22 H 3.98180 -2.65045 -4.13899
23 H 2.31611 -2.20216 -4.42872
24 H 2.84304 -0.48507 -5.89378
25 H 3.72622 0.93746 -5.32722
26 H 4.58710 -0.50522 -5.80303
27 H 1.34266 -0.84481 -2.19974
28 H 1.32912 0.87801 -1.94131
29 H -1.99062 1.82154 -7.85510
30 H -0.92630 0.49795 -8.26879
31 H -2.65465 0.43792 -8.72514
32 H -3.99833 1.81693 -6.22082
33 H -4.74842 0.26127 -5.79059
34 H -3.78545 1.17162 -4.62855
35 H -1.76992 -2.39951 -6.25451
36 H -2.75527 -2.07469 -7.62713
37 H -3.48272 -2.25267 -6.01006
38 H -1.19681 -2.23296 -4.06942
39 H -0.38588 -1.69148 -2.64988
40 H -2.33426 -1.12729 -1.68797
41 H -2.66507 0.01839 -2.95329
42 H -2.97800 -3.72282 -3.58482
43 C -0.35883 -1.29253 0.53730
44 C -0.64045 -2.73393 0.94586
45 C -2.02330 -3.22200 0.51742
46 C -3.17769 -2.42652 1.12524
47 C -3.17488 -2.37338 2.65051
48 C -3.33703 -3.73631 3.31711
49 H -1.05674 -0.59522 1.00307
50 H 0.64823 -0.99539 0.83587
51 H -0.43536 -1.17464 -0.55182
52 H -0.52078 -2.83146 2.02669
53 H 0.11488 -3.38648 0.49772
54 H -2.12164 -4.27881 0.77480
55 H -2.10360 -3.17376 -0.57731
56 H -4.12275 -2.85534 0.77872
57 H -3.15556 -1.40015 0.74100
58 H -3.99451 -1.72607 2.97145
59 H -2.25568 -1.89620 3.00317
60 H -4.27062 -4.21095 3.00990
61 H -3.35696 -3.63153 4.40169
62 H -2.51479 -4.41009 3.07010
63 C 1.90260 5.30931 -2.95298
64 C 2.99318 4.71320 -2.06603
65 C 2.59457 4.61821 -0.59427
66 C 2.29967 5.95641 0.08506
67 C 3.44707 6.96390 0.04144
68 C 4.70458 6.48368 0.76061
69 H 1.66529 6.33551 -2.67104
70 H 2.21947 5.32306 -3.99700
71 H 0.98363 4.71960 -2.88942
72 H 3.91166 5.29485 -2.17429
73 H 3.22820 3.70764 -2.42229
74 H 3.38567 4.09725 -0.04848
75 H 1.70357 3.98419 -0.50845
76 H 2.03679 5.76332 1.12981
77 H 1.41262 6.40909 -0.36741
78 H 3.10727 7.89252 0.50583
79 H 3.69063 7.21446 -0.99453
80 H 4.49264 6.26442 1.80884
81 H 5.48079 7.24861 0.73014
82 H 5.11539 5.58344 0.30122
83 C -0.39451 3.58386 2.96998
84 C -0.70572 2.17002 3.45392
85 C -2.11778 1.70302 3.10327
86 C -3.24778 2.52446 3.72400
87 C -3.21744 2.60164 5.24911
88 C -3.36420 1.24210 5.92736
89 H -1.04853 4.32263 3.43399
90 H 0.63246 3.85759 3.21438
91 H -0.51193 3.65965 1.88630
92 H -0.54468 2.10777 4.53278
93 H 0.00990 1.47779 2.99971
94 H -2.22567 0.65444 3.39863
95 H -2.23501 1.72167 2.01290
96 H -4.20309 2.09181 3.41006
97 H -3.23022 3.53857 3.31543
98 H -4.03255 3.25045 5.57750
99 H -2.29431 3.08108 5.58496
100 H -4.30023 0.76136 5.63543
101 H -3.36977 1.35169 7.01197
102 H -2.54255 0.57077 5.67153
103 C 2.00801 -5.50860 7.00921
104 C 2.82099 -4.36231 6.41371
105 C 1.96338 -3.30353 5.72288
106 C 1.15691 -3.81050 4.52657
107 C 1.98698 -4.44965 3.41387
108 C 2.97893 -3.48545 2.76913
109 H 1.46240 -6.05994 6.24187
110 H 2.65981 -6.21825 7.51921
111 H 1.28573 -5.13524 7.73748
112 H 3.56322 -4.76231 5.71750
113 H 3.38584 -3.87822 7.21370
114 H 2.60646 -2.47720 5.40696
115 H 1.26805 -2.87886 6.45316
116 H 0.59210 -2.96841 4.10973
117 H 0.40941 -4.53163 4.86890
118 H 1.30451 -4.81968 2.64261
119 H 2.51937 -5.32517 3.79276
120 H 2.46024 -2.61921 2.34870
121 H 3.52330 -3.97579 1.96022
122 H 3.71648 -3.12387 3.48572



In order of appearance, E_LUMO = 2.00, 1.52, -3.98 eV.